[1]
{
  "formula": "C31H26F3IrN3O2PS2",
  "method": "wB97M-V/def2-TZVPD",
  "symbols": ["Ir", "C", "C", "C", "C", "C", "C", "P", "C", "C", "C", "C", "C", "C", "C", "C", "C", "C", "C", "C", "H", "H", "H", "H", "H", "H", "H", "H", "H", "H", "H", "H", "H", "H", "H", "N", "C", "S", "C", "C", "C", "N", "C", "C", "H", "H", "H", "H", "H", "H", "F", "C", "F", "F", "C", "O", "O", "S", "C", "N", "C", "C", "C", "C", "H", "H", "H", "H", "H"],
  "coordinates": [[0.382954, -0.567696, 1.473903], [-1.995533, 4.394459, 0.183334], [-0.907459, 4.122527, -0.635125], [-0.500073, 2.812204, -0.843414], [-1.183300, 1.769254, -0.222722], [-2.279336, 2.045856, 0.603098], [-2.684618, 3.355792, 0.798596], [-0.696531, 0.043009, -0.396511], [-2.248380, -0.848566, -0.619524], [-2.466851, -2.135555, -0.134878], [-3.671351, -2.778676, -0.393071], [-4.650372, -2.145163, -1.140751], [-4.428981, -0.868514, -1.645420], [-3.234688, -0.219840, -1.389668], [0.276251, -0.195845, -1.893853], [1.550958, 0.357151, -2.050760], [2.281158, 0.109468, -3.199843], [1.754462, -0.695014, -4.203124], [0.491853, -1.248243, -4.056233], [-0.247036, -1.005822, -2.907480], [-2.320341, 5.416878, 0.326064], [-0.387302, 4.929881, -1.133332], [0.332319, 2.610752, -1.504975], [-2.828593, 1.240207, 1.073528], [-3.549154, 3.564674, 1.415291], [-1.713543, -2.651164, 0.438965], [-3.838973, -3.775546, -0.008496], [-5.588414, -2.646616, -1.337666], [-5.190098, -0.378486, -2.237262], [-3.069826, 0.774855, -1.785724], [1.989037, 0.962912, -1.268843], [3.267635, 0.539183, -3.310170], [2.331019, -0.889536, -5.097564], [0.075816, -1.872236, -4.835711], [-1.226534, -1.450524, -2.808765], [4.225620, -5.648701, -1.551482], [4.451954, -4.328184, -1.560195], [5.610298, -3.562347, -2.417364], [3.486409, -3.502916, -0.774252], [2.113952, -3.641173, -0.942388], [1.264560, -2.763730, -0.305963], [1.706607, -1.778621, 0.494603], [3.036146, -1.697403, 0.721916], [3.942110, -2.520420, 0.097435], [4.850010, -6.246544, -2.070993], [3.604141, -6.079776, -0.887100], [1.700981, -4.396485, -1.597107], [0.195469, -2.839052, -0.442255], [3.371492, -0.930425, 1.404670], [5.001502, -2.388718, 0.265600], [-3.384834, -0.335655, 4.215458], [-2.252986, -0.984693, 4.492316], [-1.651222, -0.387454, 5.519637], [-2.520063, -2.238172, 4.797061], [-1.329076, -0.904310, 3.263958], [-0.993667, 0.249820, 2.832612], [-0.889421, -1.914578, 2.683263], [1.882968, 1.131551, 1.183250], [1.279987, 2.663181, 1.755209], [0.093374, 2.817349, 2.366337], [-0.353971, 4.004672, 2.831625], [0.416891, 5.125058, 2.711976], [1.661684, 5.007264, 2.087020], [2.086277, 3.790058, 1.600299], [-0.499046, 2.001130, 2.505367], [-1.330770, 3.991067, 3.292505], [0.061557, 6.069468, 3.095400], [2.295432, 5.877437, 1.977946], [3.039459, 3.685278, 1.101744]],
  "forces_ev_per_a": [[0.137, 0.324, 0.239], [-0.044, -0.009, -0.050], [-0.002, -0.003, -0.022], [-0.047, -0.033, -0.057], [-0.125, -0.034, 0.049], [-0.030, 0.087, -0.081], [-0.081, -0.040, -0.092], [-0.171, -0.094, 0.011], [0.007, 0.115, -0.040], [-0.086, 0.007, -0.085], [0.114, -0.008, 0.038], [-0.029, 0.037, -0.041], [-0.025, -0.034, -0.010], [0.001, -0.008, 0.041], [-0.002, -0.147, -0.054], [0.070, -0.041, 0.008], [-0.011, 0.004, 0.004], [-0.007, -0.007, -0.010], [0.003, 0.008, 0.001], [0.029, 0.050, 0.029], [-0.006, 0.008, -0.006], [0.003, 0.005, 0.000], [-0.004, -0.010, 0.003], [-0.010, -0.004, -0.002], [-0.009, 0.003, 0.004], [0.055, -0.012, 0.189], [-0.002, 0.005, 0.005], [0.001, 0.000, 0.005], [0.003, -0.001, -0.003], [-0.024, -0.029, -0.002], [-0.032, -0.032, -0.120], [0.004, -0.002, -0.005], [0.001, -0.005, 0.002], [0.001, 0.003, 0.000], [-0.043, -0.008, 0.010], [0.009, 0.026, 0.026], [-0.046, -0.047, 0.012], [0.026, 0.037, -0.021], [0.069, -0.027, -0.022], [-0.048, 0.006, -0.018], [-0.010, 0.052, 0.016], [0.160, -0.340, 0.034], [-0.049, 0.055, -0.117], [0.003, -0.002, 0.000], [0.003, -0.004, -0.005], [-0.007, 0.001, -0.006], [-0.003, 0.003, 0.000], [0.014, 0.029, -0.033], [0.002, -0.022, 0.013], [0.000, 0.006, 0.011], [-0.006, 0.003, -0.004], [0.001, -0.015, 0.004], [-0.017, -0.011, -0.020], [-0.007, 0.008, -0.009], [-0.099, 0.014, -0.102], [-0.025, 0.016, 0.014], [0.035, -0.058, -0.267], [0.038, 0.125, 0.139], [-0.038, 0.001, 0.103], [0.121, 0.054, 0.173], [0.070, -0.065, 0.028], [0.068, 0.019, 0.010], [-0.034, 0.017, 0.021], [0.025, -0.015, -0.009], [0.049, 0.038, 0.030], [0.039, -0.005, 0.022], [0.004, 0.002, 0.007], [0.002, -0.001, -0.004], [0.010, 0.004, 0.012]],
  "homo_lumo_gap_ev": 6.108,
  "homo_energy_ha": -0.48073,
  "fmax_ev_per_a": 0.4,
  "total_charge": 2,
  "e_above_lowest_kcal_mol": 0.00
}

[2]
{
  "formula": "C31H26F6N8O4S2V",
  "method": "wB97M-V/def2-TZVPD",
  "symbols": ["V", "C", "C", "C", "C", "C", "N", "C", "C", "C", "C", "C", "C", "C", "N", "C", "C", "C", "N", "C", "C", "N", "C", "C", "C", "N", "H", "H", "H", "H", "H", "H", "H", "H", "H", "H", "H", "H", "H", "H", "H", "H", "H", "H", "N", "C", "C", "C", "C", "C", "C", "C", "C", "N", "C", "H", "H", "H", "H", "H", "H", "H", "H", "F", "C", "F", "F", "S", "O", "O", "N", "S", "O", "O", "C", "F", "F", "F"],
  "coordinates": [[0.832863, -0.210522, 0.217167], [3.441225, -1.118514, 6.839660], [3.011516, -1.223096, 5.401184], [3.014200, -2.437270, 4.721736], [2.569885, -2.528851, 3.419965], [2.127489, -1.412360, 2.690105], [1.673200, -1.520643, 1.389852], [1.880812, -2.715185, 0.677283], [3.155638, -3.244094, 0.464156], [3.346340, -4.362746, -0.322610], [2.277304, -4.995545, -0.955481], [2.490083, -6.179841, -1.859897], [1.009891, -4.468852, -0.767290], [0.812792, -3.358640, 0.043311], [-0.521094, -2.882758, 0.211961], [-1.620778, -3.621767, 0.443464], [-2.698164, -2.765210, 0.482984], [-2.151118, -1.499663, 0.253106], [-0.834341, -1.574652, 0.095784], [2.118317, -0.190487, 3.389134], [2.536324, -0.120947, 4.713731], [1.640888, 1.024218, 2.798257], [1.882978, 2.275184, 3.246153], [0.978701, 3.123869, 2.653309], [0.202951, 2.299577, 1.834440], [0.616428, 1.037398, 1.909247], [4.139295, -1.915548, 7.094852], [2.586190, -1.200401, 7.514934], [3.930817, -0.165156, 7.040021], [3.356781, -3.333761, 5.225787], [2.566619, -3.494211, 2.934421], [3.996061, -2.740931, 0.925311], [4.351517, -4.738874, -0.473038], [3.486305, -6.598979, -1.726179], [2.387633, -5.891345, -2.907989], [1.760283, -6.965904, -1.661596], [0.157242, -4.910977, -1.270657], [-1.548382, -4.685991, 0.587526], [-3.726984, -3.018349, 0.666019], [-2.634805, -0.538605, 0.205278], [2.466702, 0.823555, 5.238189], [2.674263, 2.477947, 3.944441], [0.901272, 4.188375, 2.784820], [-0.593982, 2.557129, 1.156251], [-1.955845, 0.872816, -2.021367], [-2.383435, 2.176447, -2.204325], [-3.647868, 2.517813, -2.613107], [-4.029723, 3.870745, -2.729392], [-3.159096, 4.881300, -2.442322], [-1.843952, 4.565539, -2.021127], [-0.869276, 5.543767, -1.720358], [0.380547, 5.155771, -1.336469], [0.668931, 3.778157, -1.237327], [-0.207415, 2.841148, -1.500340], [-1.451665, 3.217648, -1.897525], [-2.416236, 0.164215, -2.568439], [-0.948286, 0.805103, -2.011667], [-4.361732, 1.737668, -2.849792], [-5.035109, 4.101832, -3.057090], [-3.452736, 5.919065, -2.535090], [-1.128284, 6.592716, -1.804294], [1.151090, 5.879083, -1.107019], [1.652034, 3.444985, -0.926443], [1.802102, 1.161884, -3.854207], [2.966555, 1.012777, -3.223642], [3.790211, 0.308998, -3.988354], [3.488137, 2.205803, -2.987463], [2.669513, 0.124165, -1.621460], [2.196064, 1.186154, -0.720535], [1.609743, -0.837729, -1.893734], [3.966873, -0.586107, -1.225825], [5.135062, 0.118575, -0.385726], [5.470416, 1.423588, -0.873355], [4.988492, -0.103717, 1.019285], [6.498609, -0.995311, -0.927377], [6.241412, -2.258506, -0.582961], [6.659201, -0.932616, -2.246457], [7.624863, -0.610399, -0.334191]],
  "forces_ev_per_a": [[-0.401, -0.040, 0.316], [-0.017, -0.006, -0.016], [0.001, -0.033, -0.010], [-0.007, 0.038, 0.006], [0.022, -0.001, 0.008], [-0.039, -0.022, -0.005], [0.023, -0.043, -0.023], [0.029, 0.044, 0.007], [-0.036, -0.019, 0.006], [-0.005, 0.004, -0.006], [0.033, -0.022, -0.011], [-0.012, 0.024, 0.012], [0.005, -0.002, 0.011], [0.083, 0.015, 0.015], [-0.031, -0.025, -0.080], [-0.024, -0.003, 0.092], [-0.001, -0.023, -0.088], [-0.001, 0.043, 0.128], [0.115, 0.134, -0.072], [-0.003, -0.007, -0.057], [0.017, 0.019, 0.036], [-0.005, -0.015, 0.062], [-0.011, 0.047, -0.024], [-0.001, 0.005, -0.001], [0.084, -0.017, -0.011], [-0.003, -0.020, -0.125], [0.005, 0.007, 0.005], [0.008, 0.001, 0.007], [0.001, -0.001, 0.005], [0.000, 0.000, 0.001], [0.002, -0.002, 0.002], [0.007, -0.004, -0.010], [0.000, 0.000, 0.002], [-0.001, -0.007, -0.001], [0.008, -0.007, -0.001], [0.007, -0.004, -0.005], [0.000, 0.009, 0.001], [0.013, 0.006, -0.002], [0.000, 0.001, -0.020], [0.015, 0.004, 0.002], [-0.006, -0.006, -0.009], [-0.002, -0.031, 0.010], [0.004, -0.001, -0.004], [0.002, 0.002, 0.004], [-0.001, 0.073, 0.063], [0.017, -0.016, 0.026], [-0.038, -0.008, -0.018], [0.019, -0.019, 0.000], [0.006, 0.009, 0.010], [-0.021, -0.001, -0.018], [0.012, 0.010, 0.004], [0.008, 0.007, 0.013], [-0.024, -0.021, -0.025], [0.013, 0.008, -0.003], [-0.009, 0.018, 0.026], [0.014, 0.009, -0.026], [0.012, -0.141, -0.132], [0.001, 0.003, 0.001], [-0.003, -0.004, 0.001], [0.002, -0.002, -0.001], [-0.002, -0.003, -0.003], [-0.001, -0.001, -0.001], [0.006, 0.012, 0.007], [0.045, 0.028, 0.003], [-0.151, -0.050, -0.002], [-0.018, -0.008, -0.013], [0.034, 0.016, -0.017], [0.134, -0.260, 0.145], [0.084, 0.096, 0.015], [-0.032, 0.083, -0.142], [0.005, 0.083, -0.116], [0.081, 0.175, 0.046], [-0.026, -0.084, 0.042], [-0.025, -0.030, -0.015], [-0.063, -0.063, -0.057], [0.028, 0.038, -0.019], [0.018, -0.017, 0.039], [-0.001, 0.016, 0.009]],
  "homo_lumo_gap_ev": [6.945, 6.444],
  "homo_energy_ha": [-0.24787, -0.22940],
  "fmax_ev_per_a": 0.5,
  "spin_multiplicity": 2,
  "e_above_lowest_kcal_mol": 14.06,
  "s2": 0.851
}